(1)
Below is C43H45BBrCaN11O3Te as an isolated structure in a non-equilibrium geometry, with properties calculated with the ωB97M-V functional and the def2-TZVPD basis.

Kohn-Sham gap (alpha / beta) ... 7.223 / 6.885 eV
Net charge ... -1
E_HOMO (alpha / beta) ... -0.1901 / -0.1902 Eh
Multiplicity ... 2
Molecular weight ... 1022.30 Da
E ... -164312.75034 eV
LUMO level (alpha / beta) ... 2.05 / 1.71 eV
⟨S²⟩ ... 0.76
Energy above the lowest of the compared OMol25 structures with the same formula, charge and spin ... 0.000 eV
Maximum force ... 2.246 eV/A

Geometry as XYZ:
```
106
C43H45BBrCaN11O3Te | the OMol25 dataset | the ωB97M-V functional and the def2-TZVPD basis
Ca 0.19 -1.89 -1.11
C -2.33 -7.55 -2.65
C -2.85 -6.74 -1.60
N -2.28 -5.52 -1.63
N -1.45 -5.54 -2.69
C -1.47 -6.73 -3.33
B -0.58 -4.31 -3.04
N -1.54 -3.08 -3.30
C -2.78 -3.08 -3.81
C -3.12 -1.75 -4.05
C -2.05 -1.01 -3.61
N -1.06 -1.83 -3.21
N 0.28 -4.56 -4.29
C 0.03 -4.15 -5.56
C 1.06 -4.58 -6.36
C 1.92 -5.27 -5.45
N 1.44 -5.23 -4.20
H -2.54 -8.59 -2.86
H -3.61 -7.01 -0.92
H -0.89 -6.90 -4.20
H 0.16 -4.09 -2.12
H -3.37 -3.97 -3.93
H -4.03 -1.34 -4.42
H -1.91 0.07 -3.57
H -0.86 -3.57 -5.80
H 1.14 -4.46 -7.40
H 2.86 -5.73 -5.68
C -5.44 6.34 2.82
C -4.39 5.35 2.37
C -4.17 5.14 1.01
C -3.22 4.21 0.55
C -3.00 4.12 -0.93
C -2.56 3.48 1.51
Te -1.16 1.96 0.91
N 0.85 0.45 -1.42
C 2.02 0.43 -1.95
O 2.76 -0.62 -1.95
C 2.56 1.75 -2.57
C 3.91 1.86 -2.93
C 4.40 3.12 -3.26
C 3.52 4.22 -3.21
C 2.18 4.07 -2.87
C 1.72 2.83 -2.50
C 0.59 2.63 1.93
C 1.20 3.88 1.71
C 0.57 4.94 0.85
C 2.47 4.11 2.24
C 3.10 3.14 2.99
C 4.38 3.43 3.73
C 2.44 1.91 3.20
C 1.20 1.64 2.68
C 0.52 0.31 2.98
C -2.82 3.58 2.89
C -2.22 2.64 3.93
C -3.74 4.53 3.29
H -6.32 6.22 2.19
H -5.09 7.37 2.69
H -5.74 6.26 3.85
H -4.75 5.66 0.24
H -3.75 4.70 -1.48
H -3.01 3.12 -1.33
H -2.04 4.59 -1.19
H 4.47 0.95 -2.91
H 5.43 3.25 -3.57
H 3.84 5.20 -3.50
H 1.52 4.94 -2.81
H 0.68 2.72 -2.21
H 0.56 4.58 -0.18
H 1.12 5.87 0.80
H -0.48 5.13 1.15
H 2.94 5.08 2.08
H 4.90 4.34 3.40
H 5.08 2.58 3.69
H 4.13 3.55 4.79
H 2.88 1.15 3.84
H 1.19 -0.36 3.55
H 0.21 -0.20 2.08
H -0.38 0.54 3.57
H -1.13 2.62 3.94
H -2.55 1.61 3.78
H -2.53 2.89 4.93
H -4.02 4.66 4.33
N 5.98 -1.38 1.57
C 4.93 -1.59 0.70
N 4.88 -0.74 -0.37
N 4.14 -2.60 1.04
C 2.93 -2.74 0.54
N 1.84 -2.98 0.27
H 6.86 -1.15 1.16
H 6.04 -2.13 2.24
H 5.44 0.10 -0.35
H 4.01 -0.72 -0.94
Br -0.48 -5.88 5.69
C -1.00 -4.75 4.22
C -0.85 -5.12 2.89
C -1.31 -4.24 1.90
C -1.91 -3.02 2.28
C -2.13 -2.74 3.62
C -1.62 -3.59 4.60
C -2.25 -1.92 1.25
O -3.12 -1.10 1.52
O -1.54 -2.00 0.19
H -0.38 -6.04 2.64
H -1.20 -4.56 0.88
H -2.67 -1.82 3.87
H -1.73 -3.37 5.67
```


(2)
Below is C43H45ClNOP3S3W as an isolated structure in a non-equilibrium geometry, with properties calculated with the ωB97M-V functional and the def2-TZVPD basis.

Kohn-Sham gap (alpha / beta) ... 6.606 / 7.222 eV
Net charge ... +1
E_HOMO (alpha / beta) ... -0.3738 / -0.3799 Eh
Multiplicity ... 2
Molecular weight ... 1000.25 Da
E ... -123575.32000 eV
LUMO level (alpha / beta) ... -3.57 / -3.12 eV
⟨S²⟩ ... 0.77
Energy above the lowest of the compared OMol25 structures with the same formula, charge and spin ... 3.135 eV
Maximum force ... 1.020 eV/A

Geometry as XYZ:
```
98
C43H45ClNOP3S3W | the OMol25 dataset | the ωB97M-V functional and the def2-TZVPD basis
W 0.55 0.99 0.51
S -1.43 2.68 0.20
P -2.34 0.93 0.57
C -1.17 -0.25 0.07
P -0.94 -0.37 -1.64
S 0.50 1.02 -2.00
C -0.29 -1.98 -2.13
C 0.33 -2.13 -3.37
C 0.86 -3.35 -3.74
C 0.79 -4.44 -2.86
C 0.15 -4.30 -1.64
C -0.39 -3.07 -1.28
C -2.35 -0.12 -2.73
C -3.41 -1.03 -2.67
C -4.49 -0.87 -3.52
C -4.51 0.18 -4.43
C -3.46 1.07 -4.50
C -2.38 0.93 -3.63
C -3.99 0.89 -0.16
C -4.42 1.83 -1.09
C -5.71 1.76 -1.60
C -6.56 0.74 -1.20
C -6.14 -0.21 -0.28
C -4.86 -0.13 0.25
C -2.69 0.73 2.33
C -2.59 -0.52 2.92
C -2.92 -0.70 4.26
C -3.36 0.39 5.01
C -3.47 1.64 4.41
C -3.14 1.81 3.08
H 0.40 -1.29 -4.05
H 1.34 -3.47 -4.70
H 1.22 -5.39 -3.14
H 0.09 -5.14 -0.96
H -0.88 -2.95 -0.32
H -3.40 -1.85 -1.97
H -5.32 -1.57 -3.47
H -5.36 0.29 -5.10
H -3.47 1.89 -5.21
H -1.56 1.64 -3.66
H -3.74 2.62 -1.41
H -6.04 2.49 -2.32
H -7.57 0.69 -1.60
H -6.81 -0.99 0.05
H -4.54 -0.86 0.98
H -2.25 -1.36 2.33
H -2.83 -1.67 4.72
H -3.61 0.26 6.05
H -3.81 2.49 4.99
H -3.20 2.79 2.63
O 1.65 2.78 0.25
N 1.79 3.72 1.19
C 2.49 4.82 0.81
C 2.71 5.83 1.70
C 2.20 5.69 3.00
C 1.50 4.58 3.35
C 1.27 3.54 2.42
S 0.40 2.12 2.75
H 2.82 4.80 -0.22
H 3.27 6.70 1.38
H 2.36 6.48 3.73
H 1.10 4.45 4.35
C 3.50 1.61 -2.85
C 3.85 1.47 -1.37
P 2.94 0.37 -0.23
C 3.04 -1.25 -1.03
C 4.39 -1.92 -1.22
C 4.01 0.61 1.24
C 5.51 0.33 1.14
H 4.34 2.09 -3.35
H 2.62 2.23 -3.01
H 3.33 0.65 -3.33
H 3.91 2.44 -0.88
H 4.86 1.04 -1.30
H 2.57 -1.05 -1.99
H 2.35 -1.92 -0.51
H 5.16 -1.25 -1.61
H 4.29 -2.74 -1.93
H 4.77 -2.35 -0.29
H 3.58 0.05 2.07
H 3.84 1.66 1.50
H 5.72 -0.71 0.91
H 5.98 0.55 2.10
H 6.01 0.95 0.40
Cl 2.05 -6.44 1.60
C 1.79 -4.73 1.76
C 0.50 -4.23 1.78
C 0.32 -2.86 1.86
C 1.38 -1.97 1.94
C 1.09 -0.49 2.12
C 2.66 -2.51 1.97
C 2.88 -3.88 1.87
H -0.34 -4.91 1.72
H -0.69 -2.47 1.85
H 1.85 -0.05 2.75
H 0.17 -0.42 2.69
H 3.53 -1.87 2.09
H 3.88 -4.29 1.90
```


(3)
Below is C43H45GaN5O5S3 as an isolated structure, with properties calculated with the ωB97M-V functional and the def2-TZVPD basis.

Kohn-Sham gap ... 9.057 eV
Net charge ... +1
E_HOMO ... -0.3885 Eh
Multiplicity ... 1
Molecular weight ... 877.79 Da
E ... -147889.07137 eV
LUMO level ... -1.51 eV
Energy above the lowest of the compared OMol25 structures with the same formula, charge and spin ... 0.000 eV
Maximum force ... 0.505 eV/A

Geometry as XYZ:
```
102
C43H45GaN5O5S3 | the OMol25 dataset | the ωB97M-V functional and the def2-TZVPD basis
Ga -0.30 -0.24 0.38
C 0.53 -7.67 -0.05
O 0.70 -6.33 -0.49
C 1.85 -6.01 -1.14
C 2.90 -6.88 -1.36
C 4.03 -6.44 -2.05
C 4.10 -5.15 -2.54
C 3.03 -4.28 -2.33
C 1.93 -4.69 -1.61
N 0.80 -3.85 -1.38
C 0.80 -2.70 -0.65
N 2.00 -2.18 -0.33
C 2.33 -1.24 0.69
C 1.43 -0.35 1.25
C 1.90 0.56 2.20
C 3.23 0.57 2.58
C 4.13 -0.33 2.01
C 3.69 -1.23 1.06
O 4.47 -2.14 0.42
C 5.84 -2.19 0.76
N -0.34 -2.14 -0.29
C -1.54 -2.89 -0.51
C -2.19 -2.82 -1.74
C -3.40 -3.46 -1.95
C -3.97 -4.18 -0.90
C -3.33 -4.27 0.32
C -2.11 -3.63 0.53
O -1.61 -3.68 1.79
C -0.24 -4.04 2.00
H -0.45 -7.72 0.41
H 1.29 -7.94 0.68
H 0.58 -8.36 -0.89
H 2.86 -7.90 -1.01
H 4.85 -7.13 -2.22
H 4.96 -4.81 -3.10
H 3.05 -3.28 -2.76
H -0.10 -4.30 -1.46
H 2.81 -2.72 -0.62
H 1.22 1.29 2.64
H 3.58 1.28 3.32
H 5.17 -0.31 2.30
H 6.28 -2.98 0.15
H 5.98 -2.43 1.81
H 6.33 -1.24 0.53
H -1.73 -2.24 -2.53
H -3.89 -3.40 -2.91
H -4.92 -4.69 -1.05
H -3.76 -4.81 1.15
H -0.20 -4.49 2.99
H 0.42 -3.17 1.98
H 0.08 -4.78 1.26
C -4.73 3.63 1.04
C -4.75 3.20 -0.42
S -3.17 2.52 -1.00
C -3.55 0.78 -1.30
C -3.96 -0.06 -0.09
S -2.63 -0.52 1.05
C -2.83 0.40 2.61
C -3.09 1.89 2.56
S -4.84 2.31 2.27
H -5.58 4.28 1.24
H -3.83 4.22 1.24
H -4.97 4.06 -1.05
H -5.54 2.46 -0.60
H -2.65 0.38 -1.77
H -4.35 0.71 -2.04
H -4.38 -1.01 -0.41
H -4.69 0.46 0.53
H -1.88 0.20 3.12
H -3.60 -0.13 3.17
H -2.48 2.37 1.80
H -2.79 2.31 3.52
O 0.10 0.62 -1.42
C 0.10 1.78 -0.89
N 0.47 2.94 -1.41
C 0.32 4.00 -0.41
C -0.21 3.15 0.80
O -0.45 3.58 1.90
N -0.32 1.85 0.38
C -0.71 5.03 -0.85
C -0.78 5.40 -2.18
C -1.71 6.34 -2.61
C -2.57 6.93 -1.70
C -2.49 6.58 -0.36
C -1.57 5.64 0.07
C 1.67 4.59 -0.01
C 1.74 5.81 0.65
C 2.96 6.32 1.07
C 4.13 5.61 0.84
C 4.07 4.39 0.19
C 2.85 3.88 -0.23
H 0.81 3.06 -2.35
H -0.12 4.96 -2.92
H -1.75 6.62 -3.66
H -3.30 7.66 -2.03
H -3.15 7.04 0.36
H -1.51 5.37 1.11
H 0.83 6.38 0.83
H 2.99 7.27 1.58
H 5.08 6.01 1.17
H 4.97 3.82 0.01
H 2.82 2.91 -0.71
```


(4)
Below is C43H45GeMnNO2P2S as an isolated structure in a non-equilibrium geometry, with properties calculated with the ωB97M-V functional and the def2-TZVPD basis.

Kohn-Sham gap (alpha / beta) ... 6.745 / 7.541 eV
Net charge ... +2
E_HOMO (alpha / beta) ... -0.4923 / -0.4930 Eh
Multiplicity ... 2
Molecular weight ... 829.40 Da
E ... -168138.99879 eV
LUMO level (alpha / beta) ... -6.65 / -5.87 eV
⟨S²⟩ ... 1.10
Energy above the lowest of the compared OMol25 structures with the same formula, charge and spin ... 0.277 eV
Maximum force ... 1.052 eV/A

Geometry as XYZ:
```
96
C43H45GeMnNO2P2S | the OMol25 dataset | the ωB97M-V functional and the def2-TZVPD basis
Mn -0.55 0.12 -0.07
O 4.24 0.17 2.59
S 3.23 0.20 1.51
C 3.67 1.52 0.35
C 5.00 1.89 0.24
C 5.36 2.81 -0.73
C 4.41 3.33 -1.60
C 3.08 2.98 -1.46
C 2.68 2.09 -0.46
P 0.93 1.89 -0.03
C 0.59 3.38 0.95
C 0.38 3.24 2.32
C 0.17 4.36 3.11
C 0.15 5.62 2.54
C 0.36 5.77 1.17
C 0.59 4.65 0.38
C 0.01 2.00 -1.61
C 0.43 1.13 -2.63
C -0.25 1.08 -3.84
C -1.35 1.90 -4.04
C -1.78 2.76 -3.03
C -1.11 2.81 -1.82
C 3.69 -1.07 0.30
C 5.03 -1.38 0.27
C 5.52 -2.28 -0.68
C 4.64 -2.84 -1.59
C 3.28 -2.57 -1.52
C 2.77 -1.69 -0.56
P 0.95 -1.68 -0.28
C 0.84 -2.44 1.36
C -0.05 -1.91 2.30
C -0.13 -2.44 3.58
C 0.69 -3.51 3.93
C 1.58 -4.04 3.00
C 1.67 -3.50 1.73
C 0.34 -2.89 -1.49
C 0.01 -4.19 -1.15
C -0.48 -5.06 -2.12
C -0.64 -4.63 -3.43
C -0.30 -3.32 -3.78
C 0.18 -2.45 -2.81
H 5.73 1.47 0.92
H 6.40 3.11 -0.82
H 4.71 4.02 -2.38
H 2.34 3.42 -2.13
H 0.44 2.25 2.78
H 0.04 4.25 4.18
H -0.02 6.50 3.15
H 0.37 6.75 0.72
H 0.79 4.78 -0.68
H 1.32 0.53 -2.49
H 0.10 0.43 -4.64
H -1.86 1.88 -4.99
H -2.63 3.41 -3.20
H -1.44 3.48 -1.05
H 5.69 -0.93 1.00
H 6.57 -2.52 -0.70
H 5.01 -3.53 -2.34
H 2.62 -3.07 -2.20
H -0.70 -1.08 2.03
H -0.82 -2.03 4.30
H 0.64 -3.92 4.93
H 2.22 -4.86 3.29
H 2.39 -3.89 1.02
H 0.15 -4.55 -0.14
H -0.74 -6.08 -1.86
H -1.02 -5.31 -4.19
H -0.41 -2.99 -4.80
H 0.43 -1.44 -3.08
C -3.97 2.75 0.70
N -3.44 2.35 2.00
C -4.18 2.79 3.19
C -2.39 1.58 2.12
O -1.69 1.16 1.17
H -5.05 2.59 0.70
H -3.51 2.16 -0.08
H -3.78 3.81 0.54
H -4.34 3.87 3.14
H -3.62 2.56 4.09
H -5.15 2.29 3.23
H -2.13 1.31 3.15
C -4.54 -0.70 0.88
Ge -3.40 -1.95 -0.09
C -4.30 -2.54 -1.71
C -2.89 -3.41 1.08
C -1.80 -0.95 -0.79
H -5.49 -1.19 1.06
H -4.73 0.21 0.29
H -4.11 -0.42 1.85
H -5.30 -2.91 -1.46
H -3.74 -3.34 -2.20
H -4.41 -1.71 -2.41
H -3.73 -4.11 1.12
H -2.69 -3.04 2.09
H -2.01 -3.93 0.72
H -1.76 -1.12 -1.87
```


Q: Among the records above, which one has the lowest molecular weight?
A: C43H45GeMnNO2P2S


Q: The highest molecular weight belongs to which entry?
A: C43H45BBrCaN11O3Te


Q: Which of these has the highest molecular weight?
A: C43H45BBrCaN11O3Te